The following is a DFT calculation (ωB97M-V with the def2-TZVPD basis set) of 13 unconnected molecules or ions with the total composition C5H34O13S.

```
53
Properties=species:S:1:pos:R:3:forces:R:3
S -1.04563 -3.24283 -1.00490 -0.1 -0.1 -0.6
O 1.36967 -1.22391 4.93879 0.2 -0.4 -0.3
O 0.85220 1.25351 1.29179 -0.4 0.4 0.1
O 0.60096 4.66285 1.49782 0.1 0.1 0.0
O 2.56229 -2.44411 1.02659 -0.1 0.3 0.0
O 0.30597 -1.59419 2.21866 0.0 -0.4 0.0
O 1.65397 2.84850 -2.85010 0.7 -0.1 0.9
O -3.53230 1.55917 1.34447 0.2 -0.6 -0.2
O -0.92100 2.57851 -3.73736 0.1 0.3 -0.1
O 3.25175 0.48662 3.13611 -1.3 0.4 1.5
O -2.27121 -2.30130 2.23619 -0.3 0.7 0.4
O 3.75156 1.09697 -2.70560 -0.3 0.2 -0.2
O 3.68406 -0.18035 -0.20244 -1.7 0.1 1.0
O -4.59953 0.77953 -1.11933 0.1 0.0 0.1
C -1.34443 1.50447 -3.37985 0.4 1.5 0.2
C -1.16235 -0.72437 -2.28515 1.5 1.7 2.4
C -0.82255 0.79122 -2.15871 -0.3 -1.1 -0.1
C -2.88528 -3.34587 -1.00478 1.1 0.6 0.6
C -0.60400 -1.40939 -1.05317 -0.3 -3.3 1.4
H 0.90887 3.37880 -2.55518 -0.2 0.0 -0.4
H -2.19203 1.14616 -3.98564 0.0 -0.9 0.4
H -1.21418 1.23002 -1.23442 -0.7 -0.1 -0.2
H 1.37102 1.02306 0.51577 0.3 -0.1 0.1
H -2.24105 -0.79179 -2.28104 -0.2 -0.6 -0.7
H 3.39871 -0.36776 -1.10299 0.7 0.2 -0.2
H 0.24685 0.89334 -1.96800 0.2 0.3 -0.8
H -0.25683 -0.88104 1.93276 -0.3 0.8 -0.2
H 0.47670 -1.53843 -0.92325 0.1 0.5 -0.9
H -3.96920 1.64063 2.19386 -0.1 0.3 0.1
H 3.65592 -0.17916 2.60695 0.7 -0.2 -1.0
H 1.78299 3.01567 -3.77871 -0.3 0.3 -0.4
H 3.46046 1.38886 2.89350 0.5 -0.2 -0.4
H 3.41012 1.91459 -2.31257 0.1 -0.1 0.2
H -0.55281 -1.12511 -3.08962 -0.8 -0.2 -0.6
H -4.44036 0.96102 -0.17530 0.0 -0.2 -0.2
H 2.24607 -0.95833 4.63351 0.0 0.4 0.0
H -0.86480 -1.32217 0.00493 -0.9 1.8 -0.5
H 1.39720 1.05061 2.06340 0.2 -0.3 -0.2
H 4.61828 -0.17183 -0.12078 1.3 0.0 -0.6
H -3.02862 -4.38969 -0.73884 -0.3 -0.1 -0.5
H -3.58800 2.38979 0.87340 0.0 0.5 0.2
H 3.09794 -1.65874 0.83194 -0.2 -0.3 -0.3
H 1.65557 -2.08100 1.11458 0.6 -0.4 0.3
H -4.29805 -0.12835 -1.22242 -0.1 0.0 0.0
H 1.47696 -2.17722 5.04219 -0.2 0.0 0.2
H -3.32473 -2.76204 -0.19447 0.1 0.2 -0.1
H 3.15855 1.05262 -3.46540 0.2 -0.4 -0.1
H 1.19039 4.22755 0.87347 -0.1 0.0 0.0
H -3.29882 -3.03605 -1.95714 -0.2 -0.3 -0.1
H 0.46862 3.99898 2.18029 -0.1 -0.1 0.0
H 0.53782 -1.38041 3.13228 0.2 0.0 0.4
H -2.81784 -2.98717 1.85531 0.5 -0.3 -0.1
H -1.31587 -2.47045 2.16862 -0.4 -0.5 -0.2
```
Forces are in eV/Å.

Values from the calculation:
HOMO: -8.4646 eV
Kohn-Sham gap: 0.30928 hartree
net charge: 0
total energy: -1587.15725 a.u.
ΔE to the lowest compared entry with this formula, charge and spin: 3.837 eV
M: 334.381 g mol⁻¹

The following is a DFT calculation (ωB97M-V with the def2-TZVPD basis set) of 11 unconnected molecules or ions with the total composition C5H35N2O10.

```
52
Properties=species:S:1:pos:R:3:forces:R:3
O 2.62410 -1.69924 2.62443 0.5 -0.1 1.0
O -1.58799 -1.71648 0.47540 -0.5 0.2 1.0
O -3.85973 1.43950 -0.59599 0.0 0.5 -0.4
O -3.92040 1.72679 2.08068 -1.1 -1.0 -0.4
O -0.36575 -0.71190 2.67356 -0.5 -1.6 0.6
O -0.55828 1.73100 -1.91181 -0.5 -0.2 -0.2
O -2.56087 -3.96568 2.02196 -1.8 0.1 1.6
O -1.52448 -3.24278 -1.68471 0.8 0.0 -0.7
O -0.59917 -1.46265 -3.45673 0.9 -0.2 -0.1
O 2.25245 4.94920 0.71179 1.8 -1.6 0.7
N 0.53492 0.95869 0.39192 0.4 -1.7 0.4
N 2.06344 -0.30567 -2.62708 0.7 0.0 -0.9
C 1.63114 1.88477 2.40338 0.5 2.9 -0.6
C 1.29218 2.17529 0.94251 -2.3 -1.6 -0.1
C 3.03930 -1.40442 -2.76729 -1.0 -0.2 1.0
C 1.34735 -0.09012 -0.31805 -0.2 -0.2 1.0
C 2.22964 0.47092 -1.41626 1.0 -0.1 0.7
H 0.87098 2.33379 3.04486 -0.3 -1.0 0.2
H 4.04297 -1.07884 -2.50548 0.3 -0.2 -0.2
H 0.31289 -1.21539 -3.14834 -0.5 0.4 -0.1
H 2.26081 0.29022 -3.41610 -0.4 0.5 -0.2
H -2.02098 -4.51041 1.49527 1.3 -1.0 -1.2
H 0.48389 2.89110 0.78817 0.9 0.8 0.3
H -0.71718 -1.32630 1.95391 0.2 0.8 0.6
H -1.23488 1.13986 -2.31388 0.3 0.2 -0.2
H 0.07512 0.51973 1.18289 0.4 -0.4 0.9
H -4.01175 0.51109 -0.69887 -0.5 -1.0 -0.1
H 3.21016 5.13600 0.55757 -1.7 0.5 -0.1
H -4.52933 1.75430 1.30485 1.0 -0.1 0.6
H -3.70513 2.62930 2.23909 0.2 1.1 0.2
H 2.17736 2.36233 0.36455 -0.1 0.1 -0.5
H 1.99458 0.89994 2.60431 -0.2 -0.6 0.2
H -0.46820 -1.70169 -4.38941 -0.1 0.2 0.2
H -3.14744 -4.61303 2.47865 0.5 0.9 -0.4
H -0.74610 -1.09300 3.51212 0.6 0.8 -1.3
H 2.44201 2.60304 2.57650 0.3 -0.4 0.2
H 3.27364 0.51657 -1.04743 0.1 -1.0 -0.1
H 2.19965 1.54802 -1.52782 -1.4 0.2 -0.7
H -1.37053 -2.12136 -0.38052 -0.6 -0.5 0.0
H -2.93552 1.47818 -0.86362 0.3 0.6 0.0
H 1.72384 -1.34718 2.68923 -0.1 -0.1 0.3
H -2.37037 -2.18982 0.85628 1.0 0.4 -0.7
H 2.71638 -2.19898 -2.08664 0.4 0.0 0.1
H -1.07009 -2.73759 -2.40905 -0.1 0.1 0.4
H -0.20035 2.24197 -2.67521 -0.1 0.0 0.1
H -0.32062 1.04189 -0.18746 0.9 1.5 -0.6
H 2.92723 -1.87814 3.54799 -0.5 0.3 -1.2
H -2.23521 -3.62517 -2.19069 -0.7 -0.4 0.1
H 0.60265 -0.82270 -0.60892 -0.1 0.1 -0.9
H 2.97170 -1.83262 -3.76141 0.2 0.2 -0.2
H 1.93574 -0.70162 0.36666 0.2 0.6 0.6
H 1.64410 5.61666 0.45249 -0.1 1.2 -0.6
```
Forces are in eV/Å.

Values from the calculation:
HOMO (alpha / beta): -2.3806 / -9.7881 eV
expectation value of S²: 0.75
Kohn-Sham gap (alpha / beta): 0.09636 / 0.36652 hartree
net charge: 0
total energy: -1073.24089 a.u.
ΔE to the lowest compared entry with this formula, charge and spin: 1.149 eV
M: 283.339 g mol⁻¹
2S+1: 2

The following is a DFT calculation (ωB97M-V with the def2-TZVPD basis set) of 12 unconnected molecules or ions with the total composition C5H35N2O11.

```
53
Properties=species:S:1:pos:R:3:forces:R:3
O -3.85470 2.36755 0.76859 -0.6 -0.2 0.9
O -2.35560 1.21727 -1.10594 -0.4 -0.1 -0.4
O 0.57389 0.62645 -1.96433 -0.1 0.2 0.3
O 2.20573 -0.65488 -3.99003 -0.3 1.2 0.7
O 1.73015 2.41929 2.31946 0.2 0.1 0.6
O -1.17501 -2.21038 -2.67933 -0.6 0.4 -0.3
O 1.11230 -2.98551 -1.85009 -1.1 0.6 -0.2
O -0.29819 3.46763 0.77384 -0.4 0.2 0.6
O 3.58872 1.31875 -0.41959 0.4 0.0 -0.8
O 2.92247 -2.79308 0.56568 -0.7 -0.3 -1.0
O -0.22590 3.03946 -1.91843 0.3 -0.3 -0.6
N 1.40063 0.07297 0.97738 -0.3 -0.2 -1.3
N -0.91203 -0.99004 -0.44008 0.4 -0.3 0.7
C -0.84059 -2.69222 3.29921 -0.4 -0.2 0.4
C -2.03629 -1.71427 3.12937 0.2 -1.0 0.6
C -2.16656 -1.11646 1.74018 -1.8 0.1 -0.8
C -0.94602 -0.71608 0.99285 1.9 0.6 0.7
C 0.15652 -0.16244 1.56147 0.5 -1.2 1.0
H -0.40273 2.62152 1.23066 0.2 -0.1 -0.2
H 1.29367 0.59697 0.12814 0.6 -0.1 -0.5
H 0.24496 3.77219 -1.50738 -0.6 -0.1 0.4
H -0.93210 2.68195 -1.35556 0.0 0.8 0.3
H -1.84568 -1.02783 -0.86751 0.6 0.0 0.0
H 0.56968 1.54867 -1.58419 0.1 -0.2 -0.7
H -2.74179 1.30601 -1.99096 0.0 0.0 0.2
H -0.40980 4.07798 1.51771 0.1 0.1 -0.3
H 3.43698 -3.23273 1.24257 0.1 0.5 0.3
H 0.15562 -2.35533 2.94882 -0.8 -0.2 0.2
H -1.04374 -3.71378 2.96635 0.0 0.3 -0.7
H -2.96462 -2.31495 3.36774 0.9 0.8 -0.3
H -0.40530 -1.85633 -0.63674 -0.7 -0.4 0.2
H 2.18225 0.50052 1.47717 -1.1 0.0 0.2
H -3.86258 3.18105 1.28697 0.3 0.2 -0.4
H 4.39828 0.84697 -0.66073 0.0 -0.1 0.5
H -1.08110 -3.11420 -2.36595 0.0 -0.1 -0.2
H -4.42199 1.80195 1.31452 0.0 -0.1 -0.3
H 1.89182 -0.37246 -3.11097 0.1 -0.8 0.0
H -0.19989 0.69619 -2.54579 0.3 0.0 -0.3
H -0.29376 -0.33189 -0.96614 -0.5 0.5 0.0
H 2.23885 0.25021 -4.33892 0.3 -0.4 -0.8
H 1.64626 -3.58762 -2.37373 0.6 0.1 0.7
H -0.81353 -2.86143 4.36558 0.5 0.1 0.5
H 0.28576 -0.13745 2.64731 -0.9 0.1 -0.2
H 2.12161 3.27050 2.09431 0.0 0.0 0.0
H 2.78372 -1.84634 0.68010 0.4 0.0 0.7
H -2.77718 -0.19298 1.67542 -0.3 -0.5 0.7
H 2.03084 2.23230 3.21771 0.0 0.2 0.0
H 1.42627 -2.73316 -0.97824 1.3 -0.9 -0.1
H 3.38517 1.69024 -1.29080 -0.3 0.2 0.3
H -0.25533 -1.90764 -2.68422 0.0 -0.4 -0.4
H -1.95971 -0.98896 3.93500 0.0 0.4 -0.1
H -2.80773 -1.88543 1.23055 1.0 0.7 -0.4
H -3.08398 1.46363 -0.49398 0.6 0.3 -0.2
```
Forces are in eV/Å.

Values from the calculation:
HOMO: -11.5297 eV
Kohn-Sham gap: 0.32990 hartree
net charge: +1
total energy: -1148.40005 a.u.
ΔE to the lowest compared entry with this formula, charge and spin: 3.374 eV
M: 299.338 g mol⁻¹

The following is a DFT calculation (ωB97M-V with the def2-TZVPD basis set) of 12 unconnected molecules or ions with the total composition C5H35N2O12.

```
54
Properties=species:S:1:pos:R:3:forces:R:3
O -2.23338 -2.70732 1.26094 -0.2 -0.6 0.0
O 3.04405 1.19970 -2.86959 0.0 -0.7 -0.7
O 0.73391 -2.07264 3.52633 0.2 0.2 -0.5
O -3.81926 0.17045 1.06994 0.2 -1.4 -0.1
O 0.63336 1.83495 1.06361 0.3 -0.6 0.3
O 0.84203 1.55875 3.66435 -0.8 0.9 -0.6
O -3.79246 -2.57381 -1.07260 -0.5 0.2 1.7
O 2.71168 -0.29072 0.10964 0.2 1.5 -0.5
O 2.49597 2.79220 -0.29268 -0.1 -0.4 0.7
O -3.86267 2.48883 -1.71278 1.9 0.2 0.4
O 3.26379 -0.89450 2.62233 0.0 0.5 -0.2
O -0.59223 3.98768 1.81847 0.1 -0.3 -0.2
N -0.73937 1.54876 -1.16764 -0.6 -0.4 0.9
N 0.86648 -1.84281 -0.42907 0.9 1.8 0.9
C -0.68075 -3.11383 -1.74140 0.6 -1.6 -1.5
C 2.32366 -1.53245 -0.35064 -0.5 -2.7 0.9
C -0.71752 -0.68359 -2.09313 0.4 -0.2 -1.6
C 0.18722 -1.86794 -1.74337 0.2 0.5 0.9
C -0.08831 0.67524 -2.18565 0.2 2.3 1.4
H -1.01293 -0.83087 -3.15911 -0.5 -0.6 0.9
H -0.29837 2.41797 -0.88807 0.6 0.1 -0.9
H -4.07751 0.69682 1.82549 0.0 0.6 -0.4
H 1.00549 0.66026 -2.21820 0.0 -0.6 1.0
H 1.69466 2.37619 0.27068 -0.1 0.5 -0.6
H -2.93290 -2.04887 1.24370 0.4 0.6 0.4
H 0.39873 1.73164 2.77002 0.6 -0.7 0.6
H -0.74311 -3.57687 -0.77586 0.2 0.1 0.6
H 2.73845 -1.91897 -1.29423 0.2 0.8 -0.1
H 1.57218 -2.11152 3.02745 -0.2 0.0 0.2
H -1.59361 -0.68773 -1.42266 0.2 0.1 -0.5
H -1.72422 -3.04657 -2.08912 0.7 0.4 -0.3
H -0.30899 3.11628 1.41771 -0.1 0.4 0.4
H 0.54233 -1.12705 3.46607 -0.1 0.0 0.2
H -4.27651 -1.97486 -0.46867 -0.2 0.1 -1.0
H -0.70646 1.12624 -0.22072 0.1 -0.1 -1.0
H 0.81701 2.48975 3.93101 0.3 -0.3 0.6
H 3.02884 -0.27979 3.33516 0.0 -0.1 -0.4
H -0.08761 -3.82607 -2.36292 -0.9 -0.1 0.2
H 2.56258 0.47734 -0.46866 -0.1 -0.2 -0.1
H 2.83333 -2.15448 0.45696 -1.1 0.1 -1.0
H 0.38705 -1.16675 0.17787 0.2 -0.4 0.0
H 3.06724 3.00533 0.45972 0.2 0.1 -0.5
H -3.31262 -3.02353 -0.34628 0.4 -0.3 -0.9
H 3.90264 1.52555 -2.59319 -0.3 0.4 0.4
H 3.14871 -0.40747 1.76143 0.0 -0.4 0.8
H 1.05392 -1.92238 -2.41950 -0.6 -0.1 -0.5
H 0.27598 4.35572 2.01238 -0.1 0.2 0.0
H -3.79832 0.61733 0.21845 -0.1 0.5 0.4
H -2.87558 2.57669 -1.86873 -1.2 -0.4 -0.3
H 1.23538 1.19590 1.45703 -0.1 -0.2 -0.1
H -3.78098 2.41966 -0.75091 -0.5 0.2 0.0
H -0.22760 1.23669 -3.09584 -0.7 -0.4 -0.9
H 2.33988 1.70337 -2.45155 0.6 0.6 0.4
H -1.42330 -2.30190 1.58602 0.0 0.1 0.1
```
Forces are in eV/Å.

Values from the calculation:
HOMO: -5.9676 eV
Kohn-Sham gap: 0.31317 hartree
net charge: -1
total energy: -1223.90781 a.u.
ΔE to the lowest compared entry with this formula, charge and spin: 3.081 eV
M: 315.337 g mol⁻¹